(1)
ORCA calculation (ωB97M-V/def2-TZVPD) on a molecular structure, C36H32N9O7SSe2Ta in a non-equilibrium geometry.

CARTESIAN COORDINATES (ANGSTROEM)
Ta  -0.41  -0.15  -0.48
Se  -2.23  -3.27  -1.64
Se  -0.14  -2.93  -0.53
S  -5.35  6.06  0.02
O  6.68  2.78  -2.71
O  -0.11  0.67  -4.04
O  -0.41  1.39  -1.99
O  1.40  -0.44  -1.48
O  -0.91  -0.64  -2.46
O  5.72  3.73  -0.83
O  1.31  1.05  0.03
N  -2.42  -1.28  0.33
N  -5.46  4.79  -0.96
N  -1.19  1.71  0.67
N  3.00  -1.61  0.90
N  -2.78  0.75  -1.24
N  -0.46  0.50  -2.94
N  2.22  -3.12  -2.03
N  2.22  -2.81  0.79
N  -4.07  5.63  0.89
C  0.89  -2.73  4.29
C  2.00  0.58  -0.95
C  -4.32  -2.72  0.19
C  -4.95  2.16  -2.29
C  2.56  -4.30  -4.08
C  -3.68  4.45  0.42
C  -0.67  3.36  2.34
C  0.25  -1.35  4.13
C  -3.01  -0.68  1.39
C  5.55  2.13  -2.40
C  -4.47  3.98  -0.64
C  -0.43  2.16  1.67
C  5.00  1.06  -3.08
C  -4.19  2.69  -1.25
C  -1.73  4.14  1.95
C  -4.94  -2.06  1.23
C  -3.07  -2.31  -0.23
C  1.13  -0.27  4.77
C  1.24  -4.69  -4.09
C  -4.26  -1.03  1.86
C  3.01  -3.53  -3.03
C  3.22  1.12  -1.43
C  -4.60  0.92  -2.78
C  -1.15  -1.34  4.77
C  6.85  3.81  -1.71
C  -2.54  3.70  0.91
C  4.96  2.70  -1.27
C  3.80  2.22  -0.76
C  -3.52  0.25  -2.23
C  0.95  -3.48  -2.08
C  -3.11  1.96  -0.77
C  -2.25  2.48  0.29
C  0.08  -1.04  2.69
C  3.81  0.55  -2.56
C  0.40  -4.28  -3.07
C  -0.11  -0.74  1.53
H  3.86  -1.79  1.41
H  -1.96  5.08  2.44
H  2.12  -0.24  4.30
H  -3.24  -0.73  -2.58
H  2.09  -3.25  1.69
H  1.92  -2.72  3.93
H  0.68  0.71  4.69
H  -0.01  3.65  3.15
H  0.41  1.55  1.95
H  -1.05  -1.50  5.85
H  3.24  -4.61  -4.87
H  3.33  2.66  0.12
H  7.77  3.61  -1.16
H  2.45  -0.96  1.46
H  -5.92  -2.37  1.57
H  3.33  -0.29  -3.04
H  -4.68  -0.51  2.70
H  0.92  -2.99  5.35
H  1.27  -0.50  5.83
H  -1.78  -2.13  4.36
H  4.05  -3.23  -2.96
H  6.87  4.78  -2.21
H  0.85  -5.32  -4.88
H  -5.15  0.46  -3.59
H  -4.80  -3.57  -0.29
H  -2.44  0.10  1.87
H  5.47  0.65  -3.96
H  -0.63  -4.61  -3.05
H  0.33  -3.50  3.76
H  -5.78  2.72  -2.69
H  -1.64  -0.38  4.62
H  2.75  -3.44  0.19

Kohn-Sham gap	6.63	eV
net charge	+2
ΔE to the lowest compared entry with this formula, charge and spin	23.2	kcal/mol
HOMO level	-0.46840	Eh



(2)
ORCA calculation (ωB97M-V/def2-TZVPD) on 25 unconnected molecules or ions with the total composition C6H60BFN3O29 in a non-equilibrium geometry.

CARTESIAN COORDINATES (ANGSTROEM)
F  -0.24  -3.00  -2.71
O  4.26  -1.76  4.52
O  -1.27  -0.40  -6.03
O  -0.68  -4.13  0.37
O  3.09  -3.54  2.15
O  -3.58  -3.93  -2.40
O  4.92  -0.98  -6.10
O  -2.06  2.09  1.31
O  -1.06  -0.08  7.17
O  -2.19  -3.53  4.37
O  0.51  0.86  -3.09
O  -0.80  4.66  -0.88
O  -4.10  3.86  2.38
O  -3.45  -4.99  6.96
O  0.81  0.04  -8.02
O  0.10  -3.21  3.17
O  1.23  -4.17  -8.29
O  0.33  4.22  2.05
O  2.10  3.14  4.47
O  2.82  5.99  3.40
O  -5.45  6.34  2.75
O  -1.24  3.68  -3.71
O  -1.68  4.00  4.54
O  3.80  -3.21  -9.10
O  -0.14  -2.56  5.63
O  -0.71  -1.96  -9.00
O  2.43  0.39  -5.37
O  -1.56  -0.93  -2.74
O  0.16  4.68  6.92
O  0.08  -6.80  -1.26
N  -0.26  -0.25  0.71
N  1.40  -1.11  3.18
N  -1.87  -2.28  -0.71
C  -1.20  -2.06  -2.08
C  0.15  -1.80  2.68
C  -0.78  -2.78  0.26
C  0.42  0.78  1.58
C  1.65  0.21  2.50
C  0.18  -1.69  1.02
B  -0.77  -3.13  4.39
H  3.11  -4.43  1.77
H  -2.90  -3.72  -3.05
H  5.28  -1.10  -5.21
H  -1.86  0.47  7.26
H  1.92  -4.35  -8.95
H  -4.38  -4.72  6.89
H  -1.31  3.88  5.43
H  2.09  6.61  3.55
H  -1.66  3.11  4.16
H  -1.53  -0.91  -5.25
H  4.93  -1.87  -6.48
H  4.43  -2.72  -9.65
H  -0.28  -6.46  -2.09
H  -0.84  -1.27  3.02
H  -4.37  -4.10  -2.94
H  -0.57  4.19  2.42
H  -2.54  -3.11  -0.81
H  1.80  1.01  3.38
H  -0.49  4.06  -4.19
H  1.19  1.08  -3.74
H  -0.96  -0.50  8.04
H  -2.99  2.36  1.23
H  1.86  4.07  4.30
H  -0.32  1.36  2.30
H  -0.51  -2.86  -8.72
H  3.45  6.48  2.86
H  -1.27  2.76  -4.01
H  0.85  1.62  0.84
H  1.28  -1.78  0.58
H  0.04  5.12  -1.06
H  -0.74  -1.46  -8.17
H  -1.63  2.54  0.57
H  -0.08  5.60  6.75
H  -1.29  -0.22  0.95
H  0.09  -6.02  -0.68
H  -6.24  6.17  2.22
H  4.69  -1.31  3.79
H  2.21  -1.74  2.90
H  3.11  0.21  -6.03
H  -2.68  -2.97  3.67
H  -0.46  -1.61  5.72
H  -5.00  3.83  2.75
H  2.85  3.20  5.09
H  -3.60  4.40  3.01
H  -3.02  -4.54  6.23
H  0.90  4.74  7.53
H  -0.22  -0.04  -0.33
H  2.69  0.22  1.91
H  3.46  -3.65  3.04
H  1.46  -4.75  -7.55
H  3.33  -1.49  4.45
H  3.08  -2.59  -8.96
H  2.65  -0.19  -4.63
H  -0.28  0.69  -3.62
H  -1.02  4.24  -1.72
H  -0.39  -0.75  -6.25
H  0.44  0.38  -8.86
H  -4.76  6.56  2.10
H  0.82  0.82  -7.44
H  0.83  4.75  2.68

Kohn-Sham gap	7.70	eV
net charge	+1
HOMO level	-0.44179	Eh



(3)
ORCA calculation (ωB97M-V/def2-TZVPD) on C2H3NOS in the gas phase in a non-equilibrium geometry.

CARTESIAN COORDINATES (ANGSTROEM)
S  -0.71  -0.47  1.97
O  0.78  0.92  -2.54
N  0.44  0.46  -0.28
C  -0.14  -0.51  0.44
C  0.43  0.13  -1.63
H  -0.27  -0.83  -1.75
H  1.02  1.42  -0.06
H  -0.44  -1.30  -0.23

Kohn-Sham gap	8.84	eV
net charge	0
ΔE to the lowest compared entry with this formula, charge and spin	26.4	kcal/mol
HOMO level	-0.33518	Eh



(4)
ORCA calculation (ωB97M-V/def2-TZVPD) on a molecular structure, C40H31N3O5PSTi in a non-equilibrium geometry.

CARTESIAN COORDINATES (ANGSTROEM)
Ti  0.18  0.05  0.74
S  -2.03  1.46  0.71
P  -1.95  -1.52  0.64
O  0.96  -0.14  2.34
O  1.38  1.10  4.16
O  -1.36  0.78  -0.44
O  -1.32  0.99  1.91
O  -2.18  2.87  0.56
N  3.16  0.78  0.03
N  1.31  -1.43  0.04
N  0.94  1.79  0.74
C  -1.85  -5.26  3.30
C  4.10  1.40  -2.47
C  -1.78  -1.86  -2.11
C  -4.77  1.36  1.27
C  1.14  3.49  2.43
C  5.75  2.33  -3.94
C  -2.63  -1.97  -1.01
C  -3.54  -2.60  -3.56
C  -2.24  -2.18  -3.38
C  2.63  -1.48  0.43
C  0.81  4.13  0.13
C  -2.01  -3.06  1.62
C  -3.49  -0.70  1.22
C  0.93  4.48  1.50
C  4.68  2.04  -1.38
C  3.50  -0.35  0.50
C  0.69  5.07  -0.91
C  -3.94  -2.39  -1.21
C  -1.29  -2.98  2.82
C  4.63  1.54  -3.74
C  5.79  2.85  -1.60
C  0.84  2.36  -1.56
C  -3.61  0.67  0.99
C  0.76  3.31  -2.56
C  1.17  1.00  2.96
C  1.12  2.16  2.03
C  3.03  -2.80  0.61
C  4.13  1.84  0.01
C  6.32  2.99  -2.87
C  -4.40  -2.70  -2.48
C  -5.74  -0.69  2.06
C  -1.23  -4.07  3.66
C  -5.86  0.66  1.78
C  -4.57  -1.37  1.79
C  -2.54  -5.35  2.09
C  -2.62  -4.26  1.25
C  1.93  -3.60  0.30
C  0.90  -2.73  -0.03
C  0.86  2.75  -0.22
C  0.66  4.66  -2.22
H  -0.76  -1.50  -1.96
H  -3.01  -6.28  1.81
H  -5.42  -3.03  -2.62
H  0.85  5.52  1.80
H  -6.57  -1.23  2.51
H  3.23  0.78  -2.30
H  -4.62  -2.45  -0.37
H  -1.78  -6.12  3.94
H  7.19  3.61  -3.02
H  0.77  3.02  -3.60
H  -0.77  -2.05  3.07
H  1.88  -4.67  0.29
H  6.25  3.36  -0.76
H  0.92  1.29  -1.78
H  3.63  2.77  0.33
H  4.50  -0.54  0.92
H  4.98  1.65  0.69
H  -4.47  -2.42  2.03
H  1.29  3.70  3.48
H  -0.09  -3.02  -0.34
H  4.01  -3.13  0.92
H  -6.78  1.18  1.99
H  -4.81  2.42  1.10
H  -3.13  -4.33  0.31
H  0.59  5.40  -3.01
H  0.62  6.12  -0.66
H  -1.57  -2.11  -4.22
H  -3.90  -2.85  -4.55
H  -0.68  -4.01  4.59
H  4.17  1.03  -4.57
H  6.17  2.44  -4.93

multiplicity	2
Kohn-Sham gap (alpha / beta)	6.25 / 6.49	eV
net charge	0
HOMO level (alpha / beta)	-0.26517 / -0.27314	Eh



| no. | calculated total energy (a.u.) |
| --- | --- |
| 1 | -7668.0830 |
| 2 | -2735.2284 |
| 3 | -606.1453 |
| 4 | -3672.4623 |